Entry 1:
A structure of composition C50H44N3O4P2PdS2 in a non-equilibrium geometry, computed with the ωB97M-V functional and the def2-TZVPD basis.

ORCA input file:
```
! RIJCOSX wB97M-V def2-TZVPD def2/J DEFGRID3
* xyz 1 3
Pd 10.89 -17.14 -3.81
C 8.82 -17.86 2.41
C 9.92 -17.08 1.71
C 10.71 -16.30 2.82
C 10.84 -18.08 1.00
C 11.53 -19.05 1.72
C 12.40 -19.95 1.09
C 12.54 -19.96 -0.27
C 11.82 -19.05 -1.03
P 11.99 -19.14 -2.87
C 13.74 -19.48 -3.21
C 14.34 -20.75 -3.19
C 15.69 -20.86 -3.52
C 16.45 -19.74 -3.85
C 15.85 -18.48 -3.87
C 14.50 -18.36 -3.55
C 11.07 -20.66 -3.33
C 11.33 -21.36 -4.50
C 10.55 -22.42 -4.92
C 9.48 -22.81 -4.11
C 9.24 -22.17 -2.92
C 10.03 -21.09 -2.52
C 11.06 -18.06 -0.35
O 10.51 -17.12 -1.20
C 9.57 -16.20 -0.68
C 8.92 -15.36 -1.64
C 8.03 -14.41 -1.20
C 7.72 -14.29 0.17
C 8.37 -15.13 1.07
C 9.31 -16.14 0.69
P 9.53 -15.31 -3.36
C 10.37 -13.70 -3.51
C 10.67 -12.97 -2.35
C 11.39 -11.79 -2.46
C 11.91 -11.38 -3.69
C 11.68 -12.17 -4.82
C 10.93 -13.33 -4.72
C 8.05 -15.26 -4.46
C 7.71 -14.14 -5.23
C 6.65 -14.19 -6.12
C 5.91 -15.37 -6.24
C 6.24 -16.49 -5.48
C 7.29 -16.42 -4.57
H 9.23 -18.63 3.08
H 8.20 -18.37 1.68
H 8.20 -17.20 3.02
H 11.13 -17.06 3.52
H 10.01 -15.70 3.40
H 11.49 -15.71 2.39
H 11.40 -19.14 2.82
H 12.97 -20.62 1.70
H 13.25 -20.64 -0.70
H 13.73 -21.63 -3.05
H 16.13 -21.85 -3.47
H 17.51 -19.84 -4.11
H 16.44 -17.57 -4.13
H 14.03 -17.39 -3.64
H 12.11 -21.00 -5.16
H 10.75 -22.90 -5.88
H 8.85 -23.63 -4.43
H 8.42 -22.48 -2.26
H 9.82 -20.58 -1.60
H 7.61 -13.75 -1.95
H 7.00 -13.53 0.51
H 8.17 -14.99 2.16
H 10.34 -13.33 -1.35
H 11.63 -11.22 -1.53
H 12.53 -10.49 -3.81
H 12.10 -11.89 -5.78
H 10.80 -13.95 -5.60
H 8.36 -13.29 -5.16
H 6.42 -13.29 -6.70
H 5.11 -15.41 -6.97
H 5.75 -17.43 -5.65
H 7.60 -17.29 -4.02
O 15.32 -12.42 -5.47
S 15.36 -13.81 -5.12
O 16.51 -14.64 -5.43
N 14.03 -14.55 -5.76
C 13.32 -15.13 -4.82
O 12.32 -15.87 -5.04
C 13.78 -14.87 -3.44
C 13.30 -15.34 -2.23
C 13.93 -14.97 -1.05
C 15.03 -14.10 -1.09
C 15.58 -13.70 -2.30
C 14.92 -14.05 -3.44
H 12.39 -15.98 -2.15
H 13.51 -15.29 -0.12
H 15.50 -13.74 -0.21
H 16.47 -13.05 -2.31
S 10.49 -18.31 -5.90
C 11.74 -17.69 -6.96
N 13.00 -18.08 -6.82
C 14.08 -17.36 -7.55
C 13.60 -17.18 -8.99
C 12.31 -16.36 -8.96
N 11.38 -16.90 -7.96
H 13.16 -18.65 -6.04
H 14.99 -17.94 -7.47
H 14.25 -16.35 -7.12
H 13.43 -18.11 -9.54
H 14.37 -16.68 -9.57
H 11.79 -16.34 -9.93
H 12.55 -15.35 -8.66
H 10.46 -16.54 -7.95
*
```

The total energy comes out at -108948.3449 eV. The orbital gap (spin up / spin down) comes out at 8.2479 / 6.2171 eV. As for the largest force on an atom: 2.3 eV/Å.

***

Entry 2:
A structure of composition C50H44P3PdSi, computed with the ωB97M-V functional and the def2-TZVPD basis.

ORCA input file:
```
! RIJCOSX wB97M-V def2-TZVPD def2/J DEFGRID3
* xyz 1 1
Pd 0.15 0.30 0.25
C 0.56 -1.16 3.55
Si -0.08 -1.35 1.79
C 0.82 -2.85 1.06
C 0.47 -4.16 1.40
C 1.10 -5.23 0.78
C 2.08 -5.01 -0.18
C 2.46 -3.72 -0.50
C 1.84 -2.64 0.12
P 2.22 -0.89 -0.17
C 3.58 -0.52 0.98
C 4.61 -1.43 1.20
C 5.64 -1.11 2.08
C 5.65 0.12 2.73
C 4.63 1.03 2.50
C 3.59 0.71 1.63
C 2.95 -0.80 -1.82
C 2.22 -1.33 -2.89
C 2.69 -1.22 -4.18
C 3.90 -0.58 -4.43
C 4.63 -0.05 -3.38
C 4.16 -0.16 -2.08
C -1.95 -1.57 1.73
C -2.74 -1.70 2.88
C -4.10 -1.95 2.77
C -4.69 -2.10 1.52
C -3.92 -1.97 0.37
C -2.57 -1.67 0.48
P -1.44 -1.39 -0.92
C -1.82 0.28 -1.57
C -3.01 0.97 -1.32
C -3.21 2.22 -1.87
C -2.22 2.81 -2.66
C -1.03 2.14 -2.90
C -0.84 0.87 -2.37
C -2.01 -2.51 -2.24
C -2.74 -2.09 -3.34
C -3.14 -3.01 -4.30
C -2.80 -4.35 -4.16
C -2.07 -4.77 -3.06
C -1.66 -3.85 -2.11
H 0.49 -2.15 4.01
H 0.01 -0.46 4.19
H 1.61 -0.89 3.54
H -0.31 -4.35 2.12
H 0.81 -6.24 1.03
H 2.56 -5.85 -0.67
H 3.23 -3.55 -1.25
H 4.61 -2.39 0.71
H 6.43 -1.83 2.26
H 6.45 0.36 3.41
H 4.63 1.99 3.00
H 2.79 1.41 1.46
H 1.28 -1.84 -2.70
H 2.12 -1.64 -5.00
H 4.27 -0.50 -5.44
H 5.57 0.44 -3.57
H 4.74 0.25 -1.26
H -2.29 -1.62 3.86
H -4.70 -2.05 3.67
H -5.75 -2.32 1.45
H -4.38 -2.09 -0.60
H -3.77 0.53 -0.69
H -4.13 2.75 -1.68
H -2.38 3.80 -3.08
H -0.27 2.59 -3.52
H 0.08 0.33 -2.61
H -3.01 -1.05 -3.47
H -3.71 -2.68 -5.16
H -3.12 -5.07 -4.91
H -1.80 -5.81 -2.95
H -1.07 -4.18 -1.26
C -0.44 2.04 3.44
P -0.48 2.13 1.62
C -2.11 2.89 1.34
C -2.28 4.12 0.72
C -3.55 4.64 0.53
C -4.67 3.93 0.95
C -4.51 2.68 1.55
C -3.24 2.16 1.74
C 0.70 3.46 1.23
C 1.44 3.40 0.05
C 2.31 4.42 -0.30
C 2.46 5.52 0.54
C 1.73 5.59 1.72
C 0.85 4.57 2.06
H -0.75 2.99 3.89
H 0.56 1.80 3.78
H -1.13 1.27 3.77
H -1.42 4.68 0.38
H -3.67 5.60 0.05
H -5.66 4.33 0.80
H -5.37 2.12 1.87
H -3.13 1.19 2.20
H 1.33 2.54 -0.61
H 2.88 4.36 -1.22
H 3.14 6.31 0.28
H 1.84 6.45 2.38
H 0.28 4.65 2.98
*
```

The total energy comes out at -91786.5888 eV. The orbital gap comes out at 7.0050 eV. As for the largest force on an atom: 0.7 eV/Å.